ORCA calculation (the ωB97M-V functional and the def2-TZVPD basis) on an isolated molecule of C2HClF2.

Atoms and positions in Å:
1 F -1.0330 0.8378 -1.2434
2 C -0.6856 0.3660 -0.1181
3 C 0.3475 -0.4698 0.1161
4 F 0.8938 -0.8876 -1.0727
5 Cl 1.5216 -0.7526 1.4812
6 H -1.0443 0.9061 0.8370

Computed properties:
LUMO level: 0.40 eV
frontier orbital gap: 10.25 eV
structure (SMILES): F/C=C(\F)Cl
highest occupied orbital energy: -9.86 eV
total energy: -20045.4340 eV
relative energy (zero: lowest compared OMol25 entry of this formula, charge and spin): 1.2232 eV

ORCA calculation (the ωB97M-V functional and the def2-TZVPD basis) on an isolated ion of composition C7H13O and charge -1.

Atoms and positions in Å:
1 C 0.4181 2.2152 2.0773
2 C 0.2774 1.4169 0.8553
3 C 0.0256 0.0874 0.8318
4 C -0.5044 -0.6896 1.9739
5 C 0.3897 -0.4608 -0.4901
6 C -0.3950 -0.4725 -1.7827
7 C -0.2458 -1.5927 -2.9768
8 O -0.6796 -1.0646 -4.0850
9 H 0.1756 3.2786 2.0642
10 H -0.2045 1.8057 2.8583
11 H 1.4985 2.0947 2.3968
12 H 0.4672 2.0622 -0.0685
13 H 0.3436 -1.0271 2.6680
14 H -0.9570 -1.5658 1.5569
15 H -1.1622 -0.2113 2.6691
16 H 1.4207 -0.0859 -0.8263
17 H 0.6004 -1.4899 -0.2843
18 H -0.2156 0.5767 -2.2639
19 H -1.3855 -0.5728 -1.5535
20 H -0.7516 -2.4534 -2.4841
21 H 0.8844 -1.8511 -3.1364

Computed properties:
LUMO level: 3.33 eV
total charge: -1
frontier orbital gap: 5.52 eV
structure (SMILES): C/C=C(\C)CCC[O-]
highest occupied orbital energy: -2.19 eV
total energy: -9514.6838 eV
relative energy (zero: lowest compared OMol25 entry of this formula, charge and spin): 1.7313 eV

ORCA calculation (the ωB97M-V functional and the def2-TZVPD basis) on C53H124N7O16 as an isolated structure.

Atoms and positions in Å:
1 C 2.0039 -5.2528 -0.7573
2 C 3.3305 -4.7750 -0.2750
3 C 3.1400 -3.6579 0.8186
4 C 4.4223 -3.4512 1.6304
5 N 4.7230 -2.1154 2.2370
6 C 6.1074 -2.1619 2.8748
7 C 7.0929 -2.1673 1.6667
8 C 6.3442 -1.3930 0.5356
9 C 4.9534 -1.0965 1.1001
10 C 3.5645 -1.6961 3.0370
11 C 3.2607 -2.6150 4.2480
12 C 1.9181 -2.1607 4.7410
13 H 2.1767 -5.9659 -1.5674
14 H 1.3636 -4.4366 -1.1025
15 H 1.4746 -5.7990 0.0180
16 H 3.8252 -4.3664 -1.1220
17 H 3.9020 -5.6291 0.2089
18 H 2.4050 -4.0217 1.4762
19 H 2.8407 -2.7638 0.2689
20 H 5.2555 -3.6162 0.9703
21 H 4.4901 -4.2073 2.4058
22 H 6.2821 -1.2565 3.4346
23 H 6.1338 -3.0614 3.5244
24 H 8.1222 -1.9275 1.8253
25 H 7.1499 -3.1744 1.3039
26 H 6.8333 -0.4521 0.2429
27 H 6.2285 -2.0415 -0.3338
28 H 4.9032 -0.1317 1.5063
29 H 4.1583 -1.1802 0.3295
30 H 2.7037 -1.6029 2.3086
31 H 3.8297 -0.6179 3.3443
32 H 4.1774 -2.5407 4.8664
33 H 3.1162 -3.6395 3.9233
34 H 1.5719 -2.8006 5.5170
35 H 1.2184 -2.2008 3.9004
36 H 1.8138 -1.1258 4.9558
37 C -4.4428 -7.8838 2.2573
38 C -3.3203 -7.5035 1.2373
39 C -3.2287 -8.3564 -0.0401
40 C -1.9442 -7.8839 -0.8072
41 N -1.3073 -8.9792 -1.7054
42 C -0.5077 -9.9281 -0.8195
43 C 0.8710 -9.2255 -0.5255
44 C 0.9287 -8.0876 -1.5961
45 C -0.2338 -8.2764 -2.5136
46 C -2.2354 -9.6928 -2.6098
47 C -2.8652 -8.7801 -3.6640
48 C -3.3924 -9.6608 -4.7536
49 H -4.1543 -8.8683 2.6212
50 H -5.3976 -8.0506 1.7337
51 H -4.5597 -7.1894 3.1100
52 H -2.3422 -7.4936 1.7346
53 H -3.4659 -6.5125 0.9681
54 H -4.1196 -8.2455 -0.7017
55 H -3.1311 -9.4246 0.1604
56 H -1.1236 -7.4942 -0.2510
57 H -2.2350 -7.0750 -1.5223
58 H -0.3967 -10.8247 -1.3786
59 H -1.1149 -9.9701 0.0944
60 H 1.7501 -9.8602 -0.6308
61 H 0.8562 -8.6933 0.4427
62 H 1.8290 -7.9691 -2.1265
63 H 0.6784 -7.1654 -1.1306
64 H -0.0091 -8.8660 -3.3862
65 H -0.6552 -7.3793 -2.8815
66 H -3.0039 -10.2308 -2.0623
67 H -1.6263 -10.4654 -3.0663
68 H -2.0976 -8.0888 -4.0930
69 H -3.6052 -8.0949 -3.2347
70 H -2.6095 -10.1239 -5.3985
71 H -3.9784 -9.1036 -5.4946
72 H -4.1385 -10.3524 -4.2909
73 C -4.0486 5.6223 -3.8482
74 C -4.0608 7.1325 -4.0783
75 C -2.7218 7.7503 -4.1873
76 C -2.0540 7.6842 -2.8308
77 N -0.6318 8.2744 -2.7285
78 C -0.2792 8.1933 -1.2687
79 C 0.7152 7.0199 -1.1407
80 C 0.6196 6.2900 -2.5133
81 C 0.2977 7.3709 -3.5326
82 C -0.5525 9.5990 -3.3513
83 C -1.4606 10.6372 -2.8296
84 C -1.1661 12.0445 -3.4439
85 H -4.8460 5.2198 -4.4689
86 H -4.1425 5.1688 -2.8520
87 H -3.1215 5.1695 -4.2489
88 H -4.6886 7.6758 -3.3161
89 H -4.6082 7.3531 -5.0307
90 H -2.8493 8.7917 -4.5484
91 H -2.0651 7.3031 -4.9519
92 H -2.0245 6.6450 -2.5708
93 H -2.7305 8.1473 -2.1806
94 H 0.2121 9.1234 -1.0701
95 H -1.1841 8.0913 -0.6363
96 H 1.7442 7.4295 -0.9670
97 H 0.5630 6.3266 -0.2706
98 H 1.6261 5.8702 -2.7136
99 H -0.1783 5.4958 -2.5134
100 H 1.1833 7.9627 -3.7971
101 H -0.1211 7.1119 -4.5006
102 H -0.7524 9.5059 -4.4492
103 H 0.5014 9.8950 -3.2142
104 H -1.3915 10.7958 -1.7139
105 H -2.5491 10.5420 -3.0561
106 H -2.0363 12.6175 -3.1262
107 H -1.3636 11.9513 -4.5081
108 H -0.2443 12.5016 -3.1445
109 C -2.9533 -4.7388 3.0467
110 C -3.3677 -3.3778 2.6280
111 C -3.9875 -3.4059 1.2695
112 O -4.3955 -2.0805 0.9762
113 C -4.1647 -1.7239 -0.4422
114 N -4.2868 -2.7887 3.6251
115 H -4.3186 -1.7220 3.6087
116 H -5.1801 -3.2654 3.7595
117 H -3.8801 -3.0363 4.5463
118 H -2.4697 -4.8109 4.0537
119 H -2.2431 -5.1925 2.3904
120 H -3.8082 -5.4362 3.1056
121 H -2.4910 -2.7281 2.6204
122 H -4.8595 -4.0952 1.1680
123 H -3.2927 -3.7187 0.4889
124 H -4.0724 -2.6436 -1.0602
125 H -3.1826 -1.2218 -0.5036
126 H -4.9828 -1.0736 -0.7672
127 C 8.3240 6.1381 1.2962
128 C 6.9708 5.5617 0.7834
129 C 6.9292 5.7765 -0.7008
130 O 8.1187 5.2366 -1.4215
131 C 8.2399 5.8802 -2.6908
132 N 6.7249 4.0944 1.1185
133 H 7.3134 3.4951 0.4999
134 H 7.1243 3.9876 2.0762
135 H 5.5067 3.5782 1.3284
136 H 8.4204 6.2677 2.3832
137 H 8.4841 7.0584 0.7783
138 H 9.0103 5.3993 0.9132
139 H 6.1074 6.0534 1.2086
140 H 6.9137 6.8363 -0.9609
141 H 6.0672 5.2930 -1.1074
142 H 7.3906 5.6170 -3.3975
143 H 9.2194 5.5119 -3.2057
144 H 8.3089 6.9574 -2.6342
145 C -5.9462 0.6544 1.0202
146 C -4.8298 1.6611 0.7525
147 C -5.2027 2.6026 -0.3104
148 O -5.5917 1.8651 -1.4249
149 C -6.1798 2.5619 -2.4837
150 N -4.6182 2.4097 1.9884
151 H -3.7904 3.0256 1.9810
152 H -5.4128 2.9628 2.2694
153 H -4.4242 1.7676 2.7573
154 H -6.8387 1.2084 1.2574
155 H -5.5918 0.0061 1.8592
156 H -6.0758 0.0918 0.0887
157 H -3.8796 1.1058 0.5534
158 H -4.3933 3.3726 -0.4477
159 H -6.0389 3.2943 -0.0131
160 H -5.4947 3.2590 -2.9093
161 H -7.1319 3.0717 -2.2316
162 H -6.4650 1.8537 -3.3071
163 C 0.7705 3.0107 -0.2191
164 C 0.3730 1.9151 0.7426
165 C 1.5266 0.9373 0.9110
166 O 1.3136 -0.2106 1.6599
167 C 0.3621 -1.1851 1.0936
168 N -0.0163 2.4322 2.0157
169 H -0.4312 1.6870 2.5424
170 H 0.7390 3.0334 2.4561
171 H -0.7561 3.1541 1.7966
172 H 0.6843 2.6303 -1.2187
173 H 1.7506 3.4190 0.0625
174 H 0.1152 3.8525 -0.1617
175 H -0.5149 1.3181 0.4882
176 H 2.3807 1.3792 1.4148
177 H 1.8341 0.7259 -0.1008
178 H 0.5663 -2.0749 1.6064
179 H 0.6348 -1.2756 0.0310
180 H -0.6480 -0.9371 1.2541
181 O -2.0184 -1.1330 4.0255
182 C -2.6289 0.0679 3.6274
183 O -1.8992 1.0605 3.3961
184 O -3.8476 -0.0406 3.4599
185 H -1.0819 -0.8931 4.1480
186 O 3.6539 4.8519 1.6053
187 C 3.5943 3.5673 1.9693
188 O 2.6219 3.2014 2.6142
189 O 4.6136 2.8695 1.5875
190 H 3.1184 5.1751 2.3513
191 O -0.0185 -6.4459 2.0336
192 C -0.2326 -5.0560 1.5956
193 O -0.9966 -4.9157 0.5642
194 O 0.3261 -4.2494 2.3641
195 H 0.7024 -6.3511 2.6987
196 O -2.7506 5.7117 1.6123
197 C -2.2706 4.8114 0.6124
198 O -1.9567 5.3392 -0.3899
199 O -2.2139 3.6118 1.0394
200 H -2.8300 5.1379 2.3947

Computed properties:
LUMO level: -4.58 eV
total charge: +3
frontier orbital gap: 9.32 eV
highest occupied orbital energy: -13.91 eV
total energy: -100141.9209 eV
relative energy (zero: lowest compared OMol25 entry of this formula, charge and spin): 0.0000 eV

ORCA calculation (the ωB97M-V functional and the def2-TZVPD basis) on a 4-piece molecular cluster, C2H13N2O3 overall.

Atoms and positions in Å:
1 C -1.2222 -1.7675 0.4637
2 N -0.4139 -0.5558 0.1912
3 C -0.2432 -0.1595 -1.0349
4 N 0.2485 1.0283 -1.2891
5 H -2.2317 -1.4676 0.6749
6 H -0.8888 -2.1275 1.4268
7 H -1.1222 -2.4885 -0.3390
8 H -0.0881 -0.1426 1.0601
9 H -0.5688 -0.7811 -1.8542
10 H 0.6067 1.6008 -0.5590
11 H 0.4983 1.3550 -2.2116
12 H 1.1766 -2.2113 2.7659
13 H 1.3162 -0.6803 3.2789
14 O 1.2450 -1.2835 2.5357
15 H 1.5046 -1.0866 -3.7544
16 H 0.4197 -0.1723 -4.4685
17 O 1.1148 -0.2090 -3.8012
18 H -1.0098 4.2191 2.1342
19 H 0.1588 3.5249 2.7384
20 O -0.5004 3.4051 2.0422

Computed properties:
LUMO level: -2.75 eV
total charge: +1
frontier orbital gap: 11.67 eV
highest occupied orbital energy: -14.42 eV
total energy: -11401.7591 eV
relative energy (zero: lowest compared OMol25 entry of this formula, charge and spin): 0.5851 eV